(1)
This record from the OMol25 dataset describes an isolated molecule of C5H8N2. The level of theory is the ωB97M-V functional and the def2-TZVPD basis.

Last column: Mulliken charge in e.
Element x y z (Å)
C1 -1.3754 1.2660 1.6139  -1.146
C2 -0.5960 0.2788 0.8027  0.438
C3 0.2432 -0.7591 1.2687  -0.399
N1 0.9231 -1.3345 0.2880  -0.920
N2 0.5152 -0.7074 -0.8237  0.597
C4 1.3069 -0.8258 -2.0268  -0.752
C5 -0.3922 0.2661 -0.5579  -0.347
H1 -2.1398 0.8014 2.2445  0.293
H2 -1.8636 2.0026 0.9691  0.320
H3 -0.6931 1.8123 2.2749  0.260
H4 0.3738 -1.1000 2.2892  0.439
H5 1.5699 -1.8717 -2.1869  0.259
H6 2.2236 -0.2351 -1.9257  0.297
H7 0.7318 -0.4508 -2.8763  0.301
H8 -0.8273 0.8573 -1.3538  0.361

Forces on atoms 1 to 2 (eV/Å):
C -0.0670 0.0503 0.0508
C 0.1161 -0.0139 -0.0518

- multiplicity = 1
- net charge = 0
- frontier orbital gap (eV) = 9.86
- energy (hartree) = -304.81297
- M (g mol⁻¹) = 96.13
- HOMO (Ha) = -0.325
- energy above the lowest of the compared OMol25 structures with the same formula, charge and spin (kcal/mol) = 14.13
- structure (SMILES) = Cc1cnn(C)c1

***

(2)
This record from the OMol25 dataset describes a structure of composition C31H40N5OOsS3. The level of theory is the ωB97M-V functional and the def2-TZVPD basis.

Last column: Mulliken charge in e.
Element x y z (Å)
Os1 -0.9738 0.5785 -0.6918  1.395
C1 -5.3640 -0.8003 -3.6720  -1.291
C2 -4.3818 0.2421 -4.1057  0.726
C3 -4.5720 1.0282 -5.2257  -0.879
C4 -3.5929 1.9718 -5.5313  0.749
N1 -2.5044 2.1036 -4.7776  -0.490
C5 -2.3942 1.2963 -3.7232  0.096
S1 -0.8896 1.5445 -2.8313  -0.376
N2 -3.2820 0.3786 -3.3505  -0.152
C6 -3.7274 2.8988 -6.6966  -1.280
H1 -6.2297 -0.8354 -4.3296  0.387
H2 -5.6985 -0.5934 -2.6550  0.284
H3 -4.8859 -1.7805 -3.6647  0.262
H4 -5.4528 0.9183 -5.8421  0.374
H5 -2.4338 -0.8460 -2.1391  0.400
H6 -4.3911 2.4929 -7.4578  0.377
H7 -2.7490 3.1026 -7.1256  0.354
H8 -4.1426 3.8489 -6.3551  0.276
O1 -1.1995 0.1780 1.3676  -0.366
S2 -0.3812 0.7374 2.5483  0.020
C7 -1.4625 0.4495 3.9285  0.474
C8 -2.5095 -0.4540 3.8323  -0.006
C9 -3.3103 -0.6550 4.9456  -0.834
C10 -3.0586 0.0373 6.1228  -0.490
C11 -2.0132 0.9468 6.1961  -0.715
C12 -1.2076 1.1644 5.0893  -0.368
C13 0.8944 -0.4603 2.8534  0.610
C14 2.1186 0.0068 3.3031  -0.400
C15 3.1384 -0.9067 3.5292  -0.746
C16 2.9231 -2.2556 3.2902  -0.524
C17 1.6912 -2.7047 2.8277  -0.756
C18 0.6647 -1.8046 2.6063  0.008
H9 -2.6993 -0.9704 2.9016  0.370
H10 -4.1338 -1.3541 4.8936  0.425
H11 -3.6888 -0.1260 6.9865  0.406
H12 -1.8302 1.4938 7.1105  0.423
H13 -0.3946 1.8793 5.1309  0.435
H14 2.2780 1.0658 3.4643  0.430
H15 4.1020 -0.5625 3.8785  0.416
H16 3.7228 -2.9641 3.4587  0.416
H17 1.5336 -3.7582 2.6394  0.446
H18 -0.2952 -2.1302 2.2331  0.266
C19 -0.5878 4.8738 0.3437  -1.605
C20 -1.1497 3.5696 -0.2167  0.995
C21 -2.3617 3.1089 0.5927  -1.227
C22 -0.0871 2.4697 -0.2769  -1.371
H19 -1.3576 5.6447 0.4150  0.432
H20 0.2134 5.2585 -0.2890  0.378
H21 -0.1778 4.7180 1.3456  0.306
H22 -1.4889 3.7585 -1.2398  0.037
H23 -2.0994 2.9427 1.6421  0.139
H24 -2.7913 2.1667 0.2121  0.236
H25 -3.1652 3.8461 0.5648  0.517
H26 0.4190 2.3843 0.6979  0.630
H27 0.6921 2.7732 -0.9826  0.327
N3 -1.7281 -1.0815 -1.4317  0.005
C23 -1.1457 -2.3102 -1.7633  -0.256
C24 -0.7679 -3.2071 -0.7656  0.286
C25 -0.2320 -4.4394 -1.1012  -0.695
C26 -0.0370 -4.7813 -2.4330  -0.629
C27 -0.3862 -3.8817 -3.4336  -0.246
C28 -0.9482 -2.6565 -3.1074  -0.707
H28 -0.9258 -2.9298 0.2662  0.414
H29 0.0298 -5.1413 -0.3202  0.422
H30 0.3715 -5.7487 -2.6916  0.404
H31 -0.2307 -4.1413 -4.4734  0.519
H32 -1.2361 -1.9526 -3.8785  0.412
C29 2.0148 -1.1029 -4.4775  -1.078
N4 1.5650 -1.0050 -3.0948  0.121
C30 1.7786 -0.0588 -2.2066  -0.055
S3 1.1835 -0.3479 -0.5685  -0.216
N5 2.4380 1.0666 -2.4247  -0.019
C31 2.7325 1.7305 -3.6940  -0.992
H33 1.7844 -2.1094 -4.8161  0.353
H34 3.0907 -0.9598 -4.5466  0.364
H35 1.4980 -0.3930 -5.1208  0.331
H36 1.0007 -1.7679 -2.7461  -0.036
H37 2.5082 1.6347 -1.5954  0.350
H38 3.5553 1.2536 -4.2208  0.339
H39 3.0233 2.7502 -3.4588  0.374
H40 1.8403 1.7669 -4.3166  0.293

Forces on atoms 1 to 2 (eV/Å):
Os -0.0320 -0.8825 0.5861
C -0.0105 0.0101 0.0059

- multiplicity = 1
- net charge = +1
- frontier orbital gap (alpha / beta) (eV) = 6.48 / 6.53
- energy (hartree) = -2839.29832
- M (g mol⁻¹) = 785.13
- HOMO (alpha / beta) (Ha) = -0.364 / -0.360
- energy above the lowest of the compared OMol25 structures with the same formula, charge and spin (kcal/mol) = 40.40

***

(3)
This record from the OMol25 dataset describes an isolated molecule of C3H5NO2. The level of theory is the ωB97M-V functional and the def2-TZVPD basis.

Last column: Mulliken charge in e.
Element x y z (Å)
C1 -1.7514 0.4996 0.1491  -0.602
C2 -0.2394 -0.3723 -0.9491  -0.244
O1 -0.5195 0.8936 -0.5595  -0.187
N1 0.9062 -0.7922 -0.3696  0.013
C3 1.9419 -0.0811 0.2515  0.078
O2 2.9498 -0.6312 0.6157  -0.495
H1 -2.5553 0.3146 -0.5679  0.284
H2 -1.9012 1.3560 0.7874  0.243
H3 -1.6534 -0.4009 0.7879  0.337
H4 1.0698 -1.7834 -0.4751  0.220
H5 1.7525 0.9974 0.3296  0.353

Forces on atoms 1 to 2 (eV/Å):
C -0.3450 0.6480 0.2146
C 0.7309 -0.5339 -0.3447

- multiplicity = 1
- net charge = 0
- frontier orbital gap (eV) = 9.23
- energy (hartree) = -322.44544
- M (g mol⁻¹) = 87.08
- HOMO (Ha) = -0.324
- energy above the lowest of the compared OMol25 structures with the same formula, charge and spin (kcal/mol) = 80.88

***

(4)
This record from the OMol25 dataset describes a structure of composition C3H4Ag3BBr2F4O3. The level of theory is the ωB97M-V functional and the def2-TZVPD basis.

Last column: Mulliken charge in e.
Element x y z (Å)
Ag1 0.7713 -1.1582 -2.7804  0.605
Ag2 -1.6062 -3.2339 0.3050  0.553
Ag3 1.8628 -1.8929 2.0003  0.733
C1 -0.0321 -3.8436 -1.9740  1.097
O1 -0.8911 -2.9906 -2.0788  -0.848
O2 -0.1156 -4.7492 -1.0970  -0.782
O3 1.1508 -3.6204 -2.4265  -0.786
B1 0.8786 -0.4802 0.0659  0.733
F1 1.8654 -1.3024 -0.3285  -0.478
F2 -0.2524 -1.2440 0.0445  -0.083
F3 1.0514 0.1531 1.2009  -0.231
F4 0.7789 0.4061 -0.9599  -0.457
Br1 1.4761 3.4505 1.5234  -0.179
C2 -0.4416 3.1951 1.6919  -0.543
C3 -0.9580 2.7048 0.3102  -0.181
Br2 -2.8578 3.1142 0.0766  -0.163
H1 -0.8984 4.1266 2.0261  0.419
H2 -0.5835 2.5305 2.5442  0.339
H3 -0.8651 1.6192 0.2793  -0.137
H4 -0.3336 3.2153 -0.4231  0.390

Forces on atoms 1 to 2 (eV/Å):
Ag -0.3126 -1.8709 -0.1083
Ag 0.6667 -0.9382 -1.6568

- multiplicity = 1
- net charge = 0
- frontier orbital gap (eV) = 3.54
- energy (hartree) = -6355.74736
- M (g mol⁻¹) = 658.28
- HOMO (Ha) = -0.245

***

(5)
This record from the OMol25 dataset describes a structure of composition C33H51BN8O2Rh. The level of theory is the ωB97M-V functional and the def2-TZVPD basis.

Last column: Mulliken spin population.
Element x y z (Å)
Rh1 0.4679 -0.5041 -1.2706  2.558
C1 -0.3121 -4.7529 0.1955  0.004
C2 -1.2387 -3.8362 -0.6101  -0.013
C3 -0.7100 -3.5611 -2.0130  0.048
C4 -1.5564 -2.6108 0.2005  -0.002
C5 -2.5558 -2.5320 1.1679  0.011
C6 -2.5296 -1.2380 1.6531  0.015
C7 -3.5856 -0.6787 2.5732  -0.001
C8 -4.5327 0.2565 1.8154  0.001
C9 -3.1033 -0.0453 3.8740  0.001
N1 -1.5117 -0.5918 1.0399  -0.008
N2 -0.9375 -1.4356 0.1291  0.161
B1 -1.1417 0.9211 1.0258  0.003
N3 -1.5385 1.4996 -0.3684  -0.004
N4 -1.1315 0.8812 -1.5075  0.139
C10 -1.6660 1.5220 -2.5524  -0.002
C11 -2.4383 2.5774 -2.0798  0.020
C12 -2.3209 2.5447 -0.6947  0.029
C13 -2.8299 3.5399 0.3019  -0.002
C14 -1.7157 4.5482 0.6017  0.003
C15 -4.0865 4.2440 -0.2003  0.002
C16 -1.3698 1.1053 -3.9653  0.028
C17 -1.5401 -0.4024 -4.1498  -0.003
C18 -2.2336 1.8739 -4.9602  0.001
N5 0.3933 1.1479 1.2304  -0.029
N6 1.1969 0.9730 0.1436  0.162
C19 2.4022 1.4643 0.4214  0.047
C20 2.3877 1.9688 1.7216  0.019
C21 1.1164 1.7354 2.2131  0.009
C22 0.6887 1.9554 3.6385  -0.001
C23 0.3739 0.6047 4.2868  0.001
C24 -0.4053 3.0006 3.8541  0.001
C25 3.5303 1.4457 -0.5617  -0.028
C26 4.0650 2.8584 -0.7965  0.001
C27 4.6432 0.5118 -0.0834  -0.003
H1 -0.0748 -5.6554 -0.3696  0.000
H2 -0.7801 -5.0526 1.1326  0.000
H3 0.6147 -4.2323 0.4455  -0.001
H4 -2.1971 -4.3492 -0.7303  -0.001
H5 0.1676 -2.9078 -2.0069  -0.017
H6 -1.4718 -3.1025 -2.6436  0.000
H7 -0.3989 -4.4927 -2.4865  0.001
H8 -3.2491 -3.3071 1.4473  0.002
H9 -4.1642 -1.5641 2.8511  0.001
H10 -4.0477 1.2079 1.5967  0.001
H11 -5.4146 0.4631 2.4223  0.000
H12 -4.8603 -0.1850 0.8740  0.000
H13 -2.5978 0.9029 3.6997  0.000
H14 -2.4273 -0.7053 4.4171  0.000
H15 -3.9644 0.1531 4.5134  0.000
H16 -1.7523 1.4755 1.8739  0.001
H17 -2.9983 3.2870 -2.6609  0.002
H18 -3.0734 3.0124 1.2261  0.001
H19 -1.4759 5.1210 -0.2958  -0.001
H20 -0.8075 4.0470 0.9355  -0.001
H21 -2.0309 5.2456 1.3784  0.001
H22 -3.8678 4.8588 -1.0749  0.000
H23 -4.4778 4.9031 0.5743  0.000
H24 -4.8669 3.5315 -0.4681  0.000
H25 -0.3210 1.3569 -4.1636  0.004
H26 -2.5629 -0.7061 -3.9190  0.000
H27 -0.8675 -0.9767 -3.5046  0.006
H28 -1.3185 -0.6860 -5.1785  0.000
H29 -3.2928 1.6760 -4.7864  0.000
H30 -1.9961 1.5674 -5.9781  0.000
H31 -2.0691 2.9487 -4.8884  0.000
H32 3.1986 2.4300 2.2589  0.001
H33 1.5861 2.3475 4.1247  0.001
H34 -0.3596 0.0517 3.7042  0.000
H35 -0.0199 0.7419 5.2944  0.000
H36 1.2745 -0.0068 4.3501  0.000
H37 -1.3632 2.7010 3.4321  0.000
H38 -0.1237 3.9553 3.4108  0.000
H39 -0.5460 3.1571 4.9240  0.000
H40 3.1330 1.0706 -1.5074  -0.008
H41 4.4603 3.2802 0.1288  0.000
H42 3.2801 3.5209 -1.1606  0.000
H43 4.8712 2.8434 -1.5300  0.000
H44 5.0729 0.8733 0.8519  -0.001
H45 5.4444 0.4607 -0.8228  0.000
H46 4.2681 -0.4957 0.1021  0.005
O1 2.0277 -0.7920 -2.6949  0.328
N7 2.9217 -1.6631 -2.6050  -0.044
N8 2.8667 -2.3192 -1.4672  0.150
O2 1.9369 -2.1071 -0.6344  0.378
C28 3.8628 -3.3310 -1.2303  -0.019
C29 3.4552 -4.5391 -0.6912  0.015
C30 4.4163 -5.5095 -0.4652  -0.011
C31 5.7464 -5.2586 -0.7760  0.018
C32 6.1282 -4.0386 -1.3166  -0.005
C33 5.1811 -3.0548 -1.5517  0.021
H47 2.4132 -4.7116 -0.4624  0.005
H48 4.1250 -6.4642 -0.0506  0.000
H49 6.4915 -6.0214 -0.5969  0.001
H50 7.1652 -3.8483 -1.5538  0.000
H51 5.4554 -2.0984 -1.9715  -0.001

Forces on atoms 1 to 2 (eV/Å):
Rh -0.3442 0.1118 0.0364
C 0.0364 0.0362 0.0010

- multiplicity = 5
- net charge = +1
- frontier orbital gap (alpha / beta) (eV) = 8.36 / 5.55
- energy (hartree) = -2011.73254
- ⟨S²⟩ = 6.0300
- M (g mol⁻¹) = 705.54
- HOMO (alpha / beta) (Ha) = -0.422 / -0.420

***

(6)
This record from the OMol25 dataset describes a structure of composition CH2INO. The level of theory is the ωB97M-V functional and the def2-TZVPD basis.

Last column: Mulliken charge in e.
Element x y z (Å)
C1 0.4031 0.0900 0.8693  0.307
N1 0.1218 1.0120 0.1001  -0.492
O1 0.8639 0.3521 2.0567  -0.515
I1 1.2138 -1.1491 3.2816  0.280
H1 0.0688 -0.9910 0.5667  0.188
H2 -0.2440 1.0162 -0.8092  0.232

Forces on atoms 1 to 2 (eV/Å):
C -2.8268 -2.8954 -3.5705
N 1.1292 2.4147 1.3459

- multiplicity = 1
- net charge = 0
- frontier orbital gap (eV) = 8.60
- energy (hartree) = -466.92241
- M (g mol⁻¹) = 170.94
- HOMO (Ha) = -0.357
- energy above the lowest of the compared OMol25 structures with the same formula, charge and spin (kcal/mol) = 57.22